The following is a DFT calculation (wB97M-V/def2-TZVPD) of a molecular structure, C26H39Br48ClNO5P2S at a distorted geometry.

Each line ends with the Löwdin charge.
Geometry (Å):
C: -4.85 2.08 -2.83  0.03
C: -4.49 0.70 -3.13  -0.82
O: -4.11 0.46 -4.13  0.15
O: -4.65 -0.25 -2.24  -0.02
C: -4.34 0.08 -0.90  -0.17
C: -3.21 -0.70 -0.33  -0.14
C: -1.99 0.20 -0.29  -0.25
C: -0.69 -0.42 0.12  -0.39
P: 0.63 -1.18 -1.06  0.30
Cl: 0.80 -3.03 0.17  0.17
C: -0.63 -2.12 -2.14  -0.32
C: -1.58 -1.44 -2.97  -0.54
C: -1.71 -2.01 -4.28  -0.01
O: -2.65 -2.13 -3.18  -0.08
P: 2.28 -0.33 0.29  0.50
N: 3.72 -0.86 -0.06  -0.37
S: 0.84 0.70 -2.35  0.47
C: 0.81 0.46 -4.10  -0.16
O: 2.25 0.91 -2.17  -0.50
O: 0.19 1.90 -1.88  -0.38
H: -4.01 2.64 -2.60  0.09
H: -5.25 2.49 -3.69  0.08
H: -5.58 2.15 -2.06  0.08
H: -5.19 -0.14 -0.32  0.12
H: -4.16 1.11 -0.73  0.11
H: -3.00 -1.58 -0.87  0.10
H: -3.43 -0.90 0.66  0.11
H: -2.03 0.82 -1.14  0.09
H: -2.25 0.87 0.49  0.08
H: -0.19 0.27 0.74  -0.11
H: -0.89 -1.22 0.76  0.03
H: 1.69 -1.68 -1.89  -0.02
H: -0.09 -2.69 -2.85  0.07
H: -1.18 -2.80 -1.56  0.04
H: -1.67 -0.46 -2.95  0.08
H: -2.40 -1.53 -4.90  0.10
H: -1.47 -3.01 -4.45  0.08
H: 2.23 1.07 0.49  -0.08
H: 1.99 -0.83 1.57  -0.04
H: 4.08 -1.35 0.73  -0.09
H: 1.04 -0.53 -4.39  0.05
H: -0.15 0.69 -4.48  0.04
H: 1.45 1.15 -4.52  0.04
C: -0.90 2.85 3.29  -1.58
Br: 0.17 2.16 1.87  0.70
Br: -2.06 4.25 2.68  0.57
Br: -1.88 1.44 4.18  0.57
H: -0.24 3.28 4.03  -0.07
C: 3.22 2.94 4.95  -1.67
Br: 3.23 2.14 3.22  0.57
Br: 2.43 4.69 4.91  0.58
Br: 2.37 1.81 6.25  0.56
H: 4.25 3.06 5.25  -0.17
C: 6.11 1.74 8.12  -1.62
Br: 5.96 0.94 6.38  0.57
Br: 5.64 3.60 8.11  0.58
Br: 5.12 0.76 9.43  0.59
H: 7.15 1.68 8.40  -0.06
C: -4.00 6.05 5.58  -1.64
Br: -2.52 6.31 6.78  0.59
Br: -4.66 4.25 5.66  0.57
Br: -5.41 7.32 5.87  0.58
H: -3.63 6.21 4.58  -0.07
C: 7.73 2.80 3.66  -1.66
Br: 6.59 4.10 4.50  0.60
Br: 6.75 1.41 2.78  0.55
Br: 8.99 3.64 2.49  0.59
H: 8.29 2.33 4.45  -0.19
C: 6.10 -2.46 -3.36  -1.63
Br: 7.60 -2.36 -2.17  0.51
Br: 5.31 -4.22 -3.38  0.53
Br: 4.79 -1.11 -3.00  0.64
H: 6.47 -2.29 -4.35  -0.05
C: 0.79 3.83 -9.63  -1.67
Br: -0.17 3.46 -11.25  0.55
Br: -0.22 4.99 -8.49  0.58
Br: 1.32 2.22 -8.73  0.58
H: 1.69 4.35 -9.90  -0.04
C: 0.74 -6.93 -1.05  -1.64
Br: -0.82 -6.03 -1.73  0.56
Br: 2.31 -6.33 -1.98  0.56
Br: 0.90 -6.74 0.85  0.52
H: 0.63 -7.98 -1.26  -0.04
C: -6.58 5.00 2.55  -1.66
Br: -8.03 6.16 3.06  0.56
Br: -7.21 3.44 1.63  0.58
Br: -5.25 5.94 1.53  0.56
H: -6.10 4.67 3.45  -0.13
C: -7.90 -1.21 -5.69  -1.62
Br: -7.05 -1.05 -7.41  0.56
Br: -6.73 -0.73 -4.25  0.81
Br: -9.56 -0.24 -5.65  0.55
H: -8.14 -2.25 -5.56  -0.04
C: 10.62 0.26 5.53  -1.60
Br: 9.52 1.66 6.25  0.67
Br: 9.59 -1.10 4.63  0.58
Br: 11.98 0.98 4.38  0.60
H: 11.11 -0.22 6.35  -0.03
C: -3.53 2.27 9.62  -1.65
Br: -2.57 2.27 7.96  0.54
Br: -2.37 2.62 11.11  0.57
Br: -5.02 3.48 9.59  0.56
H: -3.93 1.28 9.76  -0.04
C: 0.39 -6.72 4.99  -1.66
Br: -1.15 -5.81 4.30  0.58
Br: 1.99 -6.16 4.09  0.56
Br: 0.55 -6.52 6.90  0.56
H: 0.26 -7.77 4.79  -0.03
C: -4.62 -5.97 -3.71  -1.64
Br: -3.17 -5.67 -4.94  0.58
Br: -4.73 -7.81 -3.18  0.56
Br: -4.50 -4.80 -2.20  0.61
H: -5.53 -5.73 -4.22  -0.04
C: -5.20 0.94 -11.13  -1.66
Br: -3.77 1.72 -10.13  0.58
Br: -5.38 -0.96 -10.89  0.56
Br: -6.86 1.84 -10.78  0.56
H: -4.97 1.10 -12.17  -0.04
C: 8.37 -3.38 1.47  -1.63
Br: 7.20 -2.08 2.26  0.54
Br: 7.39 -4.76 0.58  0.58
Br: 9.65 -2.55 0.30  0.54
H: 8.92 -3.84 2.26  -0.04

strongest force on any atom = 13.89 eV/Å
total energy = -126538.4351 Ha
LUMO level = 1.0 eV
charge = -1